{"formula": "CHBr4O2P", "method": "wB97M-V/def2-TZVPD", "elements": ["C", "O", "O", "P", "Br", "Br", "Br", "Br", "H"], "positions_angstrom": [[-0.487114, 2.578438, -2.014134], [0.803059, -0.263177, -0.058836], [0.093202, 1.575410, -1.771294], [1.650241, 0.426996, 1.092755], [3.277476, 1.171908, -0.014806], [-2.230743, 2.977504, -1.618100], [0.474507, 3.923990, -3.029557], [0.606566, 2.396856, 1.622014], [0.462839, -0.094696, -0.953747]], "atomic_forces_ev_per_a": [[2.020, -0.399, -0.792], [-0.551, -1.089, 0.516], [-0.813, 0.405, -0.109], [-1.677, -0.806, 0.593], [1.918, 0.959, -1.141], [-0.929, 0.196, 0.327], [-0.381, 0.016, 0.250], [-0.099, -0.098, -0.215], [0.512, 0.814, 0.571]], "energy_ha": -10826.6525, "e_homo_ha": -0.34663, "de_lowest_kj_mol": 27.0, "spin_multiplicity": 1, "orbital_gap_ev": 9.188}


{"formula": "Cl4N2O6Zr", "method": "wB97M-V/def2-TZVPD", "elements": ["Zr", "Cl", "Cl", "Cl", "Cl", "N", "O", "O", "O", "N", "O", "O", "O"], "positions_angstrom": [[0.122898, 0.514047, -0.967029], [-0.318919, 3.096628, -0.687850], [0.668654, -1.913375, -1.628393], [-1.017440, 0.803920, -2.983680], [2.254443, 1.210267, -2.034770], [-1.936135, 0.159556, 0.804623], [-1.449706, 1.357527, 0.844581], [-1.588701, -0.527919, -0.246764], [-2.751783, -0.266096, 1.496112], [1.530495, -1.120529, 1.438336], [2.648371, -1.373717, 1.573983], [1.269456, -0.224111, 0.563089], [0.568368, -1.716200, 1.827761]], "atomic_forces_ev_per_a": [[1.207, 1.344, 0.082], [0.773, 0.306, -0.465], [-0.175, 0.046, -0.365], [-0.938, -0.104, -1.372], [0.196, 0.002, -0.052], [1.807, 2.471, -3.599], [-0.001, -2.939, 0.487], [-0.172, -0.245, 0.855], [-2.782, -1.269, 3.326], [-3.552, 0.369, -3.251], [5.213, -1.379, 2.059], [-0.195, 2.722, 0.077], [-1.382, -1.324, 2.221]], "energy_ha": -2448.9028, "total_charge": -2, "e_homo_ha": -0.09792, "de_lowest_kj_mol": 60.5, "spin_multiplicity": 1, "orbital_gap_ev": 8.501}


{"formula": "C3H3N3", "method": "wB97M-V/def2-TZVPD", "elements": ["C", "C", "H", "H", "C", "N", "H", "N", "N"], "positions_angstrom": [[-0.466842, 2.100104, -0.157496], [-1.166694, 1.124014, -0.065342], [0.082359, 3.021357, -0.251590], [-1.808560, 0.261555, 0.012552], [1.804716, -0.448536, 0.034179], [2.114765, -1.560154, 0.043006], [1.445149, 0.565842, 0.022998], [-0.760132, -3.025861, 0.167064], [-1.244762, -2.038318, 0.194630]], "atomic_forces_ev_per_a": [[-0.445, -0.102, -0.005], [0.113, 0.433, -0.046], [-0.156, -0.450, 0.055], [0.406, 0.414, -0.025], [0.226, -0.939, 0.004], [-0.214, 1.141, -0.006], [0.124, -0.299, 0.009], [-0.813, 1.555, 0.050], [0.759, -1.753, -0.037]], "energy_ha": -280.3119, "smiles": "C#C.C#N.N#N", "e_homo_ha": -0.41344, "de_lowest_kj_mol": 180.9, "spin_multiplicity": 1, "orbital_gap_ev": 12.240}


{"formula": "C12H18BrCoN4O2", "method": "wB97M-V/def2-TZVPD", "elements": ["Co", "C", "C", "N", "C", "C", "N", "C", "C", "N", "H", "H", "H", "H", "H", "H", "H", "H", "H", "H", "H", "H", "H", "H", "H", "Br", "C", "C", "N", "C", "C", "C", "C", "O", "O", "H", "H", "H"], "positions_angstrom": [[0.369649, -0.162851, 0.523030], [-1.073968, 2.168692, 1.154869], [-0.823233, 1.326964, 2.405061], [0.461195, 0.587812, 2.258639], [1.672550, 1.460158, 2.374512], [2.750203, 0.933050, 1.461388], [2.177673, 0.525061, 0.154039], [1.997220, 1.593170, -0.865530], [0.810050, 2.470153, -0.511026], [-0.301568, 1.608309, 0.002904], [-0.807868, 3.215346, 1.292295], [-2.136225, 2.142999, 0.923701], [-1.605548, 0.581697, 2.532972], [-0.804542, 1.948725, 3.301385], [0.504771, -0.139157, 2.972872], [2.041315, 1.464514, 3.400607], [1.376144, 2.481665, 2.151030], [3.189611, 0.035562, 1.898389], [3.554252, 1.662389, 1.345161], [2.800535, -0.180609, -0.234554], [1.836175, 1.095628, -1.822931], [2.901032, 2.197786, -0.958085], [0.485418, 3.030236, -1.386908], [1.068459, 3.205444, 0.246853], [-0.961455, 1.460618, -0.758267], [-0.776920, -7.379426, -0.219193], [-1.596158, -5.711478, 0.106201], [-2.982012, -5.620507, 0.228926], [-3.618247, -4.468121, 0.450747], [-2.916850, -3.361960, 0.552832], [-1.510424, -3.364557, 0.462028], [-0.845063, -4.569317, 0.231133], [-0.796622, -2.133467, 0.558352], [-1.350978, -0.953568, 0.543944], [0.476255, -2.025938, 0.746261], [-3.603805, -6.503315, 0.145873], [-3.462503, -2.438457, 0.707579], [0.234282, -4.601352, 0.150913]], "atomic_forces_ev_per_a": [[-0.969, 0.170, -0.344], [-0.083, 0.106, 0.014], [-0.213, -0.009, 0.301], [-0.023, -0.002, -0.127], [-0.033, 0.094, 0.215], [0.325, -0.092, 0.050], [-0.213, -0.201, 0.174], [0.094, 0.094, -0.089], [0.020, 0.089, 0.029], [0.196, -0.072, -0.121], [0.071, -0.023, 0.014], [0.001, 0.009, -0.042], [0.039, 0.011, -0.036], [0.088, -0.026, 0.027], [-0.019, -0.140, -0.144], [-0.139, -0.036, 0.055], [0.005, -0.026, -0.085], [0.004, -0.001, -0.003], [-0.031, 0.010, -0.074], [-0.091, -0.044, -0.054], [-0.005, -0.024, -0.006], [0.027, -0.026, -0.024], [-0.028, 0.000, -0.004], [-0.008, -0.035, 0.027], [0.018, -0.130, -0.016], [-0.148, 0.269, 0.052], [0.092, -0.424, -0.027], [-0.101, 0.235, 0.064], [-0.217, -0.248, -0.021], [0.490, 0.065, -0.131], [-0.591, -0.034, -0.272], [0.359, 0.052, 0.090], [0.210, 0.788, 0.809], [0.235, -0.049, -0.108], [0.638, -0.309, -0.213], [0.024, -0.033, -0.021], [0.001, -0.007, 0.049], [-0.027, -0.001, -0.010]], "energy_ha": -4793.7936, "total_charge": 2, "e_homo_ha": -0.53322, "spin_multiplicity": 1, "orbital_gap_ev": 5.490}